4 unconnected molecules or ions with the total composition C32H85FIN9O5P4Si at a distorted geometry. Source: the OMol25 dataset; level of theory: ωB97M-V/def2-TZVPD.

Bonds (Å) are listed after each position.
Positions of all 138 atoms, in Å:
1 I -1.71397 -7.72891 1.38510  Si6 2.523
2 P -2.14148 1.61739 -8.41571  O12 1.548, N13 1.780, N19 1.699, N21 1.709
3 P -0.07679 -4.33645 1.34919  Si6 2.196, O9 1.612, H131 1.442, H136 1.469
4 P 0.41714 1.82601 1.46736  O10 1.548, N14 1.709, N16 1.699, N18 1.780
5 P 2.46775 3.92280 9.00978  O11 1.548, N15 1.709, N17 1.699, N20 1.780
6 Si 0.42454 -6.43784 1.74105  I1 2.523, P3 2.196, C23 1.926, C46 1.926
7 F -0.33020 -6.25438 4.41861  C46 1.511
8 O -3.98595 -2.12611 -2.13833  C45 1.479, C51 1.477
9 O -1.35479 -4.00003 2.27313  P3 1.612
10 O 0.40814 1.05241 0.12620  P4 1.548
11 O 1.69705 4.38885 7.75039  P5 1.548
12 O -2.55121 1.10535 -7.01315  P2 1.548
13 N -1.67045 2.20606 -10.02816  P2 1.780, C31 1.460, C50 1.466
14 N -0.73101 0.77343 2.16959  P4 1.709, C35 1.469, C44 1.457
15 N 3.82233 4.89365 8.63318  P5 1.709, C43 1.469, C48 1.457
16 N -0.27314 3.24533 0.83859  P4 1.699, C28 1.453, C47 1.464
17 N 2.63972 2.30977 8.50494  P5 1.699, C32 1.464, C41 1.453
18 N 0.42748 2.71538 3.00921  P4 1.780, C29 1.460, C39 1.466
19 N -2.67526 0.23841 -9.25224  P2 1.699, C22 1.464, C37 1.453
20 N 3.35378 3.38700 10.45763  P5 1.780, C24 1.460, C49 1.466
21 N -3.30003 2.87268 -8.37944  P2 1.709, C42 1.457, C53 1.469
22 C -2.52030 -1.05012 -8.57458  N19 1.464, H61 1.096, H64 1.095, H114 1.096
23 C 1.70412 -7.21343 0.52792  Si6 1.926, C30 1.639, H77 1.170, H132 1.194
24 C 4.70198 3.79037 10.84678  N20 1.460, H63 1.097, H88 1.095, H95 1.095
25 C -1.56017 -1.20401 -4.33928  C27 1.652, C36 1.671, H109 1.171, H116 1.189
26 C -0.21073 -3.56084 -4.82922  C36 1.658, C38 1.672, H83 1.194, H137 1.181
27 C -1.77518 -0.90820 -2.72844  C25 1.652, C45 1.671, H59 1.185, H123 1.192
28 C -1.60062 3.76155 1.12453  N16 1.453, H74 1.098, H103 1.092, H105 1.092
29 C -0.37771 2.41296 4.18904  N18 1.460, H81 1.095, H99 1.095, H128 1.097
30 C 3.03559 -6.30159 0.24199  C23 1.639, C52 1.644, H106 1.194, H125 1.192
31 C -2.27034 3.32336 -10.75171  N13 1.460, H72 1.095, H102 1.095, H111 1.097
32 C 1.53269 1.73217 7.74047  N17 1.464, H58 1.095, H87 1.096, H117 1.096
33 C 1.28713 -8.15808 4.01792  C46 1.663, H80 1.188, H127 1.188, H129 1.184
34 C 1.79020 -4.47787 -3.37089  C38 1.672, C40 1.642, H97 1.174, H138 1.185
35 C -0.16489 -0.54522 2.48207  N14 1.469, H57 1.095, H86 1.095, H124 1.096
36 C -1.69346 -2.83658 -4.66767  C25 1.671, C26 1.658, H62 1.191, H121 1.172
37 C -3.80659 0.16178 -10.16035  N19 1.453, H94 1.092, H104 1.092, H118 1.098
38 C 0.12201 -4.50240 -3.48770  C26 1.672, C34 1.672, H60 1.193, H93 1.184
39 C 1.80993 2.96429 3.42817  N18 1.466, H79 1.094, H100 1.095, H135 1.097
40 C 2.26787 -5.66158 -2.33878  C34 1.642, C52 1.642, H55 1.170, H110 1.193
41 C 3.87565 1.65201 8.11731  N17 1.453, H69 1.098, H73 1.092, H90 1.092
42 C -4.72572 2.60833 -8.23659  N21 1.457, H54 1.097, H56 1.095, H68 1.087
43 C 3.56389 6.32346 8.84725  N15 1.469, H65 1.095, H82 1.095, H91 1.096
44 C -2.05938 0.58457 1.60158  N14 1.457, H71 1.097, H120 1.087, H130 1.095
45 C -3.40208 -0.78641 -2.36616  O8 1.479, C27 1.671, H67 1.183, H98 1.186
46 C 0.89375 -6.59637 3.60209  Si6 1.926, F7 1.511, C33 1.663, H66 1.178
47 C 0.09654 3.61329 -0.52943  N16 1.464, H89 1.096, H96 1.096, H115 1.095
48 C 4.56625 4.73834 7.39006  N15 1.457, H92 1.095, H112 1.097, H122 1.087
49 C 2.47782 3.46243 11.63052  N20 1.466, H75 1.097, H84 1.095, H101 1.094
50 C -0.21099 2.31656 -10.10824  N13 1.466, H70 1.097, H78 1.094, H119 1.095
51 C -5.06124 -2.07746 -1.12722  O8 1.477, H76 1.182, H107 1.182, H113 1.194
52 C 2.84232 -5.12978 -0.89535  C30 1.644, C40 1.642, H133 1.194, H134 1.186
53 C -2.92975 3.95038 -7.45294  N21 1.469, H85 1.095, H108 1.096, H126 1.095
54 H -4.96164 2.07366 -7.30860  C42 1.097
55 H 1.39134 -6.43372 -2.27055  C40 1.170
56 H -5.29955 3.54095 -8.25130  C42 1.095
57 H -0.82792 -1.12004 3.13763  C35 1.095
58 H 0.56963 2.06150 8.14312  C32 1.095
59 H -1.27055 0.13756 -2.49190  C27 1.185
60 H -0.27978 -5.61310 -3.65873  C38 1.193
61 H -3.33401 -1.21931 -7.85967  C22 1.096
62 H -2.28654 -2.91224 -5.69719  C36 1.191
63 H 5.04777 3.19315 11.69987  C24 1.097
64 H -1.56884 -1.09290 -8.03517  C22 1.095
65 H 4.49255 6.90416 8.83415  C43 1.095
66 H 1.73655 -5.85480 3.95867  C46 1.178
67 H -3.94579 -0.22866 -3.25708  C45 1.183
68 H -5.11202 2.04053 -9.07965  C42 1.087
69 H 3.78907 0.56524 8.24833  C41 1.098
70 H 0.14768 3.17288 -9.52448  C50 1.097
71 H -2.02507 0.20667 0.57264  C44 1.097
72 H -2.05886 4.28705 -10.27762  C31 1.095
73 H 4.72566 1.94570 8.73619  C41 1.092
74 H -1.63630 4.84516 0.95066  C28 1.098
75 H 2.31626 4.50499 11.92993  C49 1.097
76 H -4.70738 -2.37979 -0.04095  C51 1.182
77 H 1.12088 -7.56102 -0.42484  C23 1.170
78 H 0.26143 1.41393 -9.70850  C50 1.094
79 H 2.39996 3.34260 2.58766  C39 1.094
80 H 2.46333 -8.30004 4.09990  C33 1.188
81 H -0.08017 1.47355 4.66565  C29 1.095
82 H 3.10955 6.48166 9.83099  C43 1.095
83 H 0.67184 -2.75752 -4.85258  C26 1.194
84 H 2.88986 2.90840 12.48008  C49 1.095
85 H -1.89029 4.25151 -7.62045  C53 1.095
86 H 0.78340 -0.43145 3.01779  C35 1.095
87 H 1.53365 0.63766 7.79317  C32 1.096
88 H 5.43537 3.60506 10.05523  C24 1.095
89 H -0.05543 4.68253 -0.71479  C47 1.096
90 H 4.12310 1.83750 7.07018  C41 1.092
91 H 2.88422 6.73136 8.09105  C43 1.096
92 H 5.40478 5.44133 7.34594  C48 1.095
93 H -0.39526 -4.07269 -2.51333  C38 1.184
94 H -4.74581 0.00416 -9.62635  C37 1.092
95 H 4.75261 4.84421 11.13841  C24 1.095
96 H -0.49420 3.05061 -1.26174  C47 1.096
97 H 2.09007 -3.38952 -3.04753  C34 1.174
98 H -3.53398 -0.18070 -1.35500  C45 1.186
99 H -1.44802 2.37282 3.96193  C29 1.095
100 H 1.86369 3.71852 4.21982  C39 1.095
101 H 1.50208 3.02074 11.40571  C49 1.094
102 H -3.35388 3.21210 -10.86269  C31 1.095
103 H -1.89124 3.63191 2.16881  C28 1.092
104 H -3.90588 1.04709 -10.79133  C37 1.092
105 H -2.36039 3.30215 0.48906  C28 1.092
106 H 3.85946 -7.04617 -0.19641  C30 1.194
107 H -5.92415 -2.79481 -1.49710  C51 1.182
108 H -3.02749 3.63887 -6.40718  C53 1.096
109 H -0.49951 -0.83631 -4.67333  C25 1.171
110 H 3.17236 -6.22245 -2.87792  C40 1.193
111 H -1.88268 3.36609 -11.77733  C31 1.097
112 H 3.93896 4.89482 6.50421  C48 1.097
113 H -5.56856 -1.00066 -1.03939  C51 1.194
114 H -2.51119 -1.88239 -9.28729  C22 1.096
115 H 1.15735 3.41435 -0.71156  C47 1.095
116 H -2.35954 -0.62577 -5.00253  C25 1.189
117 H 1.58774 2.02508 6.68548  C32 1.096
118 H -3.68055 -0.67493 -10.86017  C37 1.098
119 H 0.13098 2.42331 -11.14271  C50 1.095
120 H -2.63548 1.50658 1.62048  C44 1.087
121 H -2.31197 -3.29371 -3.78301  C36 1.172
122 H 5.03224 3.75808 7.32450  C48 1.087
123 H -1.28214 -1.75964 -2.05582  C27 1.192
124 H 0.02643 -1.13052 1.57598  C35 1.096
125 H 3.52323 -5.87553 1.24332  C30 1.192
126 H -3.54397 4.84326 -7.61196  C53 1.095
127 H 0.79135 -8.95929 3.29468  C33 1.188
128 H -0.27548 3.21060 4.93559  C29 1.097
129 H 0.87023 -8.38221 5.10360  C33 1.184
130 H -2.64673 -0.11526 2.20534  C44 1.095
131 H 0.97076 -3.39348 1.65335  P3 1.442
132 H 2.09391 -8.21289 1.05159  C23 1.194
133 H 3.93755 -4.70829 -1.11471  C52 1.194
134 H 2.24555 -4.20407 -0.45489  C52 1.186
135 H 2.28173 2.04042 3.78393  C39 1.097
136 H -0.55182 -4.11269 -0.02292  P3 1.469
137 H -0.17934 -4.19668 -5.82418  C26 1.181
138 H 2.17102 -4.69350 -4.47224  C34 1.185

Values from the calculation:
- Frontier orbital gap: 6.76 eV
- Charge: 0
- HOMO level: -7.77 eV
- Total energy: -114046.5159 eV